{"formula": "C19H26N3O2P2Ti", "method": "ωB97M-V/def2-TZVPD", "elements": ["Ti", "O", "C", "C", "C", "C", "C", "C", "C", "O", "N", "N", "C", "C", "C", "C", "C", "C", "N", "H", "H", "H", "H", "H", "H", "H", "H", "H", "H", "C", "P", "C", "C", "C", "P", "C", "C", "H", "H", "H", "H", "H", "H", "H", "H", "H", "H", "H", "H", "H", "H", "H", "H"], "xyz": [[0.73332, -0.30787, -0.11703], [-3.43574, -3.11037, 2.26042], [-3.36013, -1.92385, 2.86295], [-4.26687, -1.68697, 3.90112], [-4.24598, -0.49295, 4.57852], [-3.32043, 0.51213, 4.25664], [-2.42353, 0.29252, 3.24931], [-2.41704, -0.92371, 2.52909], [-1.45894, -1.11710, 1.47988], [-0.57448, -0.14177, 1.22781], [-1.38127, -2.22503, 0.77478], [-0.32733, -2.12855, -0.07921], [0.14257, -3.15121, -0.69032], [1.36146, -2.90657, -1.47556], [2.00800, -3.92190, -2.15476], [3.18779, -3.62243, -2.82836], [3.68446, -2.32921, -2.78710], [2.99159, -1.37110, -2.06897], [1.85150, -1.64000, -1.42045], [-2.74539, -3.19471, 1.57714], [-4.97459, -2.46591, 4.14689], [-4.95656, -0.32787, 5.37756], [-3.31765, 1.44227, 4.80584], [-1.69531, 1.04906, 2.99197], [-0.29409, -4.14046, -0.60206], [1.59990, -4.92256, -2.15996], [3.71105, -4.39724, -3.37218], [4.59954, -2.05913, -3.29369], [3.35799, -0.35293, -2.00331], [3.81580, 2.27421, 0.22405], [2.02485, 2.00018, 0.28506], [1.47375, 2.71622, 1.85951], [1.33430, 3.09987, -1.01478], [-0.16653, 2.87726, -1.21956], [-0.55471, 1.16232, -1.74168], [-0.12021, 1.06934, -3.50058], [-2.35481, 1.01685, -1.64255], [4.03579, 3.33337, 0.36606], [4.21554, 1.96459, -0.74163], [4.31704, 1.70694, 1.00754], [1.76469, 3.76601, 1.91854], [1.92394, 2.17487, 2.69137], [0.39076, 2.63417, 1.95111], [1.88854, 2.89310, -1.93590], [1.53832, 4.14395, -0.76552], [-0.56801, 3.57997, -1.95382], [-0.71643, 3.05510, -0.29036], [-0.62818, 1.85841, -4.05722], [-0.42240, 0.10481, -3.90890], [0.95535, 1.17896, -3.64236], [-2.83332, 1.80733, -2.22285], [-2.66998, 1.09670, -0.60167], [-2.67789, 0.05092, -2.03083]], "forces_ev_per_angstrom": [[-0.134, 0.498, 0.493], [0.029, -0.007, -0.069], [0.042, -0.088, 0.085], [0.005, 0.022, -0.058], [-0.021, -0.009, 0.001], [0.011, -0.001, -0.003], [0.026, 0.038, 0.000], [-0.078, -0.022, -0.148], [-0.039, 0.108, 0.203], [0.498, -0.066, -0.478], [0.001, -0.105, -0.041], [0.073, -0.281, -0.001], [0.059, 0.127, -0.134], [-0.175, -0.281, 0.227], [0.101, 0.214, -0.137], [-0.077, -0.051, 0.042], [0.008, 0.068, 0.010], [0.038, 0.015, -0.040], [-0.176, -0.124, 0.103], [-0.061, 0.043, 0.042], [0.000, -0.013, -0.005], [0.001, 0.002, 0.005], [0.009, 0.009, -0.006], [-0.004, 0.000, 0.003], [-0.029, 0.003, -0.002], [-0.032, -0.001, 0.012], [0.025, 0.014, -0.010], [0.004, -0.013, -0.007], [0.006, -0.013, -0.005], [0.026, 0.060, -0.015], [-0.155, -0.184, -0.149], [-0.015, 0.043, -0.012], [0.100, 0.026, -0.007], [-0.095, 0.000, -0.001], [0.056, 0.015, 0.065], [0.004, 0.026, -0.039], [-0.038, 0.033, -0.019], [-0.001, -0.005, 0.002], [0.005, -0.005, 0.003], [-0.030, -0.019, 0.009], [0.001, -0.004, 0.011], [0.010, -0.014, -0.010], [0.002, 0.006, 0.006], [-0.025, 0.004, -0.004], [-0.012, -0.017, 0.043], [0.016, -0.023, -0.017], [0.013, -0.003, -0.004], [-0.010, -0.004, 0.014], [-0.002, -0.011, 0.033], [-0.003, 0.007, 0.009], [0.007, -0.008, -0.001], [0.005, 0.000, -0.002], [0.029, -0.008, 0.003]], "lowdin_spin": [0.954, -0.001, -0.002, 0.000, -0.002, 0.000, -0.001, -0.001, -0.003, -0.016, -0.002, -0.006, 0.034, 0.003, 0.004, 0.004, 0.002, 0.005, -0.001, 0.000, 0.000, 0.000, 0.000, 0.000, 0.001, 0.000, 0.000, 0.000, 0.000, -0.001, 0.008, 0.000, 0.006, 0.006, 0.008, -0.001, 0.001, 0.000, 0.000, 0.000, 0.000, 0.000, 0.000, 0.000, 0.000, 0.000, 0.000, 0.000, 0.000, 0.000, 0.000, 0.000, 0.000], "e_above_lowest_kcal_mol": 0.0, "molar_mass_g_mol": 438.25, "total_charge": 2, "homo_ha": [-0.493, -0.493], "multiplicity": 2, "orbital_gap_ev": [6.13, 6.05], "energy_ev": -70371.6572}